(1)
{
  "formula": "C19H52LiO11",
  "method": "wB97M-V/def2-TZVPD",
  "energy_ha": -1589.58189,
  "homo_lumo_gap_ev": 6.4,
  "charge": -1,
  "symbols": ["Li", "C", "C", "O", "H", "H", "H", "H", "H", "C", "C", "O", "H", "H", "H", "H", "H", "C", "C", "C", "O", "H", "H", "H", "H", "H", "H", "H", "H", "C", "C", "C", "O", "H", "H", "H", "H", "H", "H", "H", "H", "C", "C", "C", "O", "H", "H", "H", "H", "H", "H", "H", "H", "C", "C", "O", "O", "H", "H", "H", "H", "H", "H", "C", "C", "O", "O", "H", "H", "H", "H", "H", "H", "C", "C", "O", "O", "H", "H", "H", "H", "H", "H"],
  "xyz": [[1.5365, -1.9026, -1.9291], [-0.8904, -0.9333, -3.9298], [0.3016, -1.9050, -4.1611], [1.4371, -1.5753, -3.3770], [-0.8910, -0.2410, -4.7717], [-0.9119, -0.5229, -2.9202], [-1.8452, -1.4428, -4.0592], [0.4347, -1.9172, -5.2429], [-0.1851, -2.8408, -3.8865], [-0.1346, -0.6289, 0.4682], [0.5898, -0.2119, -0.7561], [1.9225, -0.7293, -1.0584], [0.1451, -0.0593, 1.3545], [0.1572, -1.6668, 0.6290], [-1.1899, -0.4130, 0.3016], [0.6008, 0.8779, -0.7739], [-0.0020, -0.5074, -1.6225], [1.0748, 1.1463, 2.0544], [1.8089, 2.3248, 2.5168], [3.1741, 2.5252, 1.8045], [1.0048, 3.4258, 2.2975], [1.4330, 0.1965, 2.4517], [1.0914, 0.9715, 0.9787], [-0.0023, 1.1924, 2.2151], [1.9112, 2.0942, 3.5772], [3.0339, 2.4911, 0.7241], [3.9223, 1.7795, 2.0734], [3.6054, 3.4713, 2.1315], [1.5069, 4.2411, 2.2281], [-1.3182, -3.3794, 2.1613], [-0.5787, -2.5044, 3.1706], [0.8977, -2.8710, 3.2655], [-0.6299, -1.1845, 2.7254], [-0.7930, -3.3800, 1.2062], [-2.3955, -3.2355, 2.2432], [-1.1250, -4.4245, 2.4034], [-1.1789, -2.6148, 4.0738], [1.4789, -2.0435, 3.6724], [1.3277, -2.9466, 2.2668], [1.1986, -3.7710, 3.8018], [-0.6492, -1.2434, 1.7674], [-3.2823, 2.7691, 0.8654], [-1.8456, 2.2633, 1.0867], [-0.9232, 2.4520, -0.0517], [-1.1945, 2.6208, 2.2482], [-3.6072, 2.2593, -0.0416], [-3.2048, 3.8344, 0.6480], [-3.9502, 2.6730, 1.7214], [-1.9181, 1.1790, 1.1709], [-0.7893, 3.5319, -0.1149], [-1.4187, 2.1401, -0.9711], [0.0247, 1.9160, -0.0984], [-0.2592, 2.4138, 2.3116], [-0.7566, 2.6837, -2.4737], [-1.3034, 1.7013, -3.5632], [-0.4385, 1.3299, -4.5423], [0.3056, 2.1076, -1.6383], [-1.5182, 3.1487, -1.8477], [-0.2430, 3.5250, -2.9390], [-1.9703, 2.3058, -4.1780], [-1.7371, 0.8291, -3.0740], [-0.5253, 2.0008, -5.2235], [0.6207, 2.8042, -1.0578], [3.8822, -0.0985, 0.7728], [3.7863, -1.6504, 0.6669], [2.4149, -1.9079, 0.7168], [3.3274, 0.5990, -0.2858], [4.9401, 0.1628, 0.7477], [3.4614, 0.2696, 1.7085], [4.2149, -2.2041, 1.5022], [4.0207, -2.0456, -0.3215], [1.9059, -1.4687, 0.0316], [2.4458, 0.2693, -0.4747], [-2.7202, -1.1329, -0.4796], [-2.0964, -2.4647, -0.0588], [-2.3766, -3.5335, -0.9309], [-2.7802, -0.9321, -1.8607], [-2.2892, -0.2344, -0.0379], [-3.7155, -1.1652, -0.0365], [-2.4144, -2.6200, 0.9722], [-1.0245, -2.2982, -0.1658], [-3.2437, -3.8285, -0.6434], [-2.6783, -1.8461, -2.1359]],
  "atomic_forces_ev_per_a": [[-0.07, -3.58, 0.82], [0.08, -1.76, -1.36], [-0.04, 0.95, 1.60], [-2.15, -0.32, -5.60], [-0.14, -0.79, 1.03], [0.40, -0.28, -0.97], [-0.23, -0.63, 0.18], [0.56, -0.21, -0.40], [0.53, -1.14, 0.02], [1.73, 0.51, -0.61], [0.82, -0.39, -1.80], [-5.08, 2.29, 0.58], [-0.43, -1.53, -1.82], [-0.13, 0.13, 0.23], [2.31, -0.62, 0.66], [0.71, -2.19, -0.12], [-0.27, 0.36, 0.00], [0.51, -1.19, -1.15], [2.66, -0.56, 0.29], [-0.43, 0.37, 0.97], [0.32, 2.01, -0.13], [0.17, 0.30, 0.44], [1.23, 1.22, 0.46], [0.93, -0.92, 0.92], [0.53, 0.80, 0.59], [0.12, 0.06, 0.14], [-0.27, 0.37, 0.03], [-0.09, 0.38, -0.04], [0.20, -0.11, 0.13], [2.21, -2.44, 2.28], [-0.06, -1.04, -0.24], [0.55, -0.10, 0.09], [-1.43, 0.04, 2.13], [-0.53, 0.26, 0.45], [0.38, -0.19, 0.08], [-0.20, -0.35, 0.77], [0.48, 0.26, 0.60], [-0.24, 0.12, 0.35], [-0.18, -0.09, -0.20], [-0.47, -0.18, 0.20], [-0.26, -0.11, 0.95], [1.55, 0.76, 0.13], [0.42, -2.37, 0.62], [-2.97, 0.00, 2.75], [-3.12, 2.08, 2.28], [-0.48, -0.02, 0.19], [-0.22, 0.27, -0.13], [0.08, -0.41, -0.12], [-0.68, -0.56, -0.09], [0.35, 0.35, -0.19], [-0.79, -0.75, 2.64], [-2.08, 0.44, 3.46], [-1.27, 1.13, -0.72], [2.49, 0.78, -2.48], [-0.99, 2.45, 1.66], [2.76, 1.62, -1.48], [1.39, 2.47, -7.52], [-0.22, 0.02, -1.42], [-0.15, 0.15, -0.75], [-1.50, 0.18, 1.19], [-0.42, 0.55, -0.34], [0.54, 0.04, -0.12], [0.58, 0.51, -1.05], [1.49, -0.83, -0.65], [-2.09, 1.37, -0.76], [-0.26, -3.85, 5.21], [4.43, 3.57, 1.83], [0.46, 0.14, 0.39], [0.03, -1.09, 0.23], [0.55, 0.18, -0.11], [1.45, 0.26, -0.04], [0.90, 0.88, -1.35], [-0.29, -0.92, -0.77], [-2.45, 0.07, 0.13], [0.26, 2.51, -1.66], [-0.96, -0.14, 0.16], [-0.26, -0.40, 0.42], [-1.35, -0.38, -0.42], [-0.83, 0.13, -0.14], [-0.08, 0.52, -1.95], [-0.80, -0.74, 0.02], [-0.27, -0.48, -0.42], [0.04, -0.21, -1.19]]
}



(2)
{
  "formula": "C2H5N3O3",
  "method": "wB97M-V/def2-TZVPD",
  "energy_ha": -469.09176,
  "homo_lumo_gap_ev": [8.2, 8.2],
  "e_above_lowest_kcal_mol": 68.4,
  "symbols": ["C", "C", "N", "N", "N", "O", "O", "O", "H", "H", "H", "H", "H"],
  "xyz": [[-0.2382, -1.1157, -0.5270], [1.7746, -0.2182, 0.2660], [2.6554, 0.7717, 0.0170], [-1.4253, -0.7801, -0.0718], [-1.8402, 0.3942, 0.2296], [0.7379, -0.1471, -0.6234], [1.8752, -1.0580, 1.1196], [-3.2151, 0.3089, 0.5516], [0.0462, -2.1509, -0.5892], [2.4815, 1.4067, -0.7388], [3.5107, 0.8094, 0.5385], [-2.1184, -1.5391, -0.0216], [-3.4552, 1.2181, 0.7636]],
  "atomic_forces_ev_per_a": [[0.51, -0.10, 0.22], [0.13, -0.25, 0.25], [-0.06, 0.15, -0.18], [-0.53, -0.29, -0.18], [0.46, 1.14, 0.17], [-0.68, 0.03, -0.22], [-0.05, -0.11, 0.06], [-0.12, -0.68, -0.08], [-0.16, 0.00, 0.02], [0.08, 0.06, 0.00], [-0.07, -0.02, 0.02], [0.24, 0.18, 0.00], [0.24, -0.11, -0.07]]
}



(3)
{
  "formula": "C4H5ClS2",
  "method": "wB97M-V/def2-TZVPD",
  "energy_ha": -1411.84191,
  "homo_lumo_gap_ev": [8.6, 5.7],
  "e_above_lowest_kcal_mol": 76.4,
  "symbols": ["C", "C", "C", "C", "S", "S", "Cl", "H", "H", "H", "H", "H"],
  "xyz": [[-0.9436, -0.5136, 0.2630], [-1.9932, 0.1449, -0.2438], [0.2850, 0.1505, 0.9087], [1.3480, -0.1071, -0.0606], [-3.4214, -0.6979, -0.6915], [1.7696, 1.2743, -1.1095], [2.1113, -1.5324, -0.5393], [-0.9223, -1.6144, 0.5525], [-2.0722, 1.2187, -0.3308], [0.1470, 1.2351, 0.9997], [0.5963, -0.4435, 1.8877], [3.0954, 0.8855, -1.6361]],
  "atomic_forces_ev_per_a": [[1.58, -1.21, 2.75], [-1.68, -0.62, -0.79], [-0.30, -2.07, 1.12], [1.56, 2.06, -2.15], [0.47, 0.22, 0.10], [1.71, -0.68, -0.44], [-0.24, -0.91, 0.58], [-0.54, 1.37, -1.26], [0.55, 0.20, 0.08], [0.20, -0.35, 0.45], [-0.98, 1.61, -1.51], [-2.34, 0.37, 1.10]]
}